[1]
The following is a DFT calculation (wB97M-V/def2-TZVPD) of C11H18LuN3O6P as an isolated structure.

As for the net charge: +3. As for the HOMO energy (alpha / beta): -0.683 / -0.683 Eh. As for the spin multiplicity: 1. The gap between HOMO and LUMO (alpha / beta) comes out at 3.1 / 3.1 eV. The relative energy (zero: lowest compared OMol25 entry of this formula, charge and spin) is 335.75 kcal/mol.

Cartesian coordinates (Å):
O1 -0.46 2.55 -2.88
C1 -0.46 1.40 -2.88
Lu1 -0.46 -0.51 -2.88
O2 -0.46 -0.51 -5.94
C2 -0.46 -0.51 -4.79
C3 -0.46 -2.42 -2.88
O3 -0.46 -3.57 -2.88
C4 -2.37 -0.51 -2.88
O4 -3.52 -0.51 -2.88
C5 1.45 -0.51 -2.88
O5 2.60 -0.51 -2.88
C6 2.42 1.20 1.09
N1 1.76 0.23 0.21
C7 2.38 -1.09 0.30
P1 -0.04 0.15 0.47
O6 -0.59 -0.70 -0.71
N2 -0.60 -0.78 1.95
C8 -0.64 -2.23 1.70
C9 0.17 -0.49 3.16
N3 -0.89 1.77 0.39
C10 -2.31 1.57 0.09
C11 -0.80 2.47 1.68
H1 3.52 1.20 0.91
H2 2.25 0.96 2.16
H3 2.07 2.22 0.86
H4 2.38 -1.48 1.34
H5 1.86 -1.81 -0.36
H6 3.44 -1.04 -0.04
H7 -1.33 -2.46 0.86
H8 0.36 -2.64 1.47
H9 -1.04 -2.76 2.59
H10 1.20 -0.90 3.11
H11 0.22 0.59 3.36
H12 -0.33 -0.96 4.04
H13 -2.79 0.89 0.82
H14 -2.85 2.54 0.08
H15 -2.43 1.14 -0.92
H16 -1.36 1.94 2.47
H17 0.25 2.60 2.00
H18 -1.23 3.49 1.58

---

[2]
The following is a DFT calculation (wB97M-V/def2-TZVPD) of a 2-piece molecular cluster, C11H18N2 overall.

As for the net charge: 0. As for the HOMO energy (alpha / beta): -0.211 / -0.342 Eh. As for the spin multiplicity: 3. The gap between HOMO and LUMO (alpha / beta) comes out at 6.6 / 8.1 eV. The expectation value of S² is 2.0471. The relative energy (zero: lowest compared OMol25 entry of this formula, charge and spin) is 20.73 kcal/mol.

Cartesian coordinates (Å):
C1 3.70 0.55 -0.20
C2 3.27 -0.47 0.66
C3 2.79 1.00 -1.16
C4 1.97 -0.88 0.61
C5 1.51 0.46 -1.30
C6 1.05 -0.51 -0.37
C7 -2.64 -0.26 -1.45
C8 -1.94 -0.44 1.62
C9 -0.51 1.67 1.13
C10 -2.05 0.96 -0.70
C11 -1.52 0.69 0.68
N1 -0.35 -2.24 -0.03
N2 -0.07 -1.09 -0.73
H1 4.70 0.96 0.01
H2 3.83 -0.94 1.35
H3 3.22 1.66 -1.82
H4 1.54 -1.54 1.48
H5 0.92 0.65 -2.22
H6 -3.14 -0.79 -0.63
H7 -3.42 0.20 -2.10
H8 -1.84 -0.83 -2.12
H9 -1.84 -0.05 2.68
H10 -3.07 -0.65 1.38
H11 -1.27 -1.35 1.25
H12 -0.35 1.53 2.26
H13 0.52 1.46 0.64
H14 -0.86 2.69 0.91
H15 -1.23 1.38 -1.27
H16 -2.82 1.71 -0.56
H17 0.35 -2.45 0.62
H18 -0.44 -3.05 -0.61

---

[3]
The following is a DFT calculation (wB97M-V/def2-TZVPD) of C11H18N3O as an isolated structure.

As for the net charge: +1. As for the HOMO energy (alpha / beta): -0.386 / -0.471 Eh. As for the spin multiplicity: 3. The gap between HOMO and LUMO (alpha / beta) comes out at 7.3 / 6.5 eV. The expectation value of S² is 2.0318. The relative energy (zero: lowest compared OMol25 entry of this formula, charge and spin) is 46.06 kcal/mol.

Cartesian coordinates (Å):
C1 -0.15 2.41 -1.21
C2 4.23 -2.50 0.23
C3 3.64 -1.49 -0.45
C4 2.84 -0.41 0.06
C5 -2.30 -1.91 -0.52
C6 -3.58 -0.98 -0.49
C7 -1.24 -0.88 -0.84
C8 -3.49 0.00 0.66
C9 -1.18 0.34 0.11
C10 1.08 1.70 0.23
C11 1.38 1.88 1.64
N1 2.30 0.41 -0.71
N2 -0.21 1.36 -0.35
N3 1.02 2.83 -0.68
O1 -2.45 0.99 0.22
H1 -0.79 2.71 -1.89
H2 5.03 -3.18 -0.12
H3 4.02 -2.68 1.23
H4 3.80 -1.24 -1.41
H5 2.74 -0.40 1.13
H6 -2.04 -2.45 0.33
H7 -2.27 -2.66 -1.31
H8 -3.64 -0.54 -1.51
H9 -4.61 -1.38 -0.29
H10 -0.15 -1.37 -0.81
H11 -1.38 -0.39 -1.89
H12 -4.45 0.68 0.65
H13 -3.09 -0.22 1.68
H14 -1.00 -0.07 1.17
H15 2.06 2.66 1.87
H16 1.56 0.99 2.05
H17 0.64 2.38 2.30
H18 1.68 3.44 -1.07

---

[4]
The following is a DFT calculation (wB97M-V/def2-TZVPD) of an isolated ion of composition C11H18N4 and charge +2.

As for the net charge: +2. As for the HOMO energy (alpha / beta): -0.604 / -0.563 Eh. As for the spin multiplicity: 1. The gap between HOMO and LUMO (alpha / beta) comes out at 7.7 / 7.0 eV. The relative energy (zero: lowest compared OMol25 entry of this formula, charge and spin) is 157.98 kcal/mol.

Cartesian coordinates (Å):
C1 0.90 2.82 1.41
C2 0.91 1.69 1.02
C3 3.92 0.31 -1.03
C4 2.45 -1.01 0.49
C5 3.51 -0.05 0.54
C6 -3.49 -0.27 -0.67
C7 -2.42 0.44 -1.58
C8 -3.22 0.03 0.85
C9 -1.07 -0.02 -1.26
C10 -1.80 -0.41 1.13
C11 0.50 0.47 0.50
N1 3.47 -0.20 -1.99
N2 1.20 -0.58 0.18
N3 2.73 -2.33 0.39
N4 -0.88 0.42 0.10
H1 1.03 3.72 1.91
H2 4.64 1.24 -0.94
H3 4.46 -0.40 0.96
H4 3.15 0.91 0.90
H5 -4.56 0.17 -0.86
H6 -3.60 -1.41 -0.93
H7 -2.74 0.19 -2.62
H8 -2.56 1.59 -1.40
H9 -3.27 1.13 1.21
H10 -3.90 -0.60 1.32
H11 -0.80 -1.17 -1.27
H12 -0.41 0.46 -2.01
H13 -1.32 -0.01 1.96
H14 -1.64 -1.43 1.03
H15 0.63 -1.34 -0.20
H16 3.57 -2.66 0.74
H17 1.99 -3.00 0.00
H18 -1.39 1.30 0.12

---

F_max for the records above, in order: 16.20 3.57 7.00 6.44 eV/Å